(w)
Entry from the Open Molecules 2025 dataset: a single C6H7I molecule (ωB97M-V/def2-TZVPD).

Last column: natural (NBO) charge in e.
Positions of all 14 atoms, in Å:
1 C -0.178 -1.374 -0.077  0.0830
2 C -1.535 -1.245 -0.232  -0.5074
3 C 0.672 1.109 0.021  -0.1615
4 C 1.742 1.893 0.040  -0.4101
5 C 0.929 -0.388 0.122  -0.5238
6 C -2.100 0.006 0.064  -0.1398
7 I -4.248 0.090 -0.098  0.0827
8 H 0.124 -2.370 -0.349  0.2059
9 H -2.151 -2.149 -0.241  0.2051
10 H 1.533 2.902 -0.254  0.2197
11 H 2.693 1.348 0.241  0.1973
12 H 0.979 -0.610 1.247  0.2674
13 H 1.852 -0.567 -0.412  0.2450
14 H -0.313 1.355 -0.072  0.2363

HOMO = -8.13 eV
charge = 0


(x)
Entry from the Open Molecules 2025 dataset: a single C6H7I molecule (ωB97M-V/def2-TZVPD).

Last column: natural (NBO) charge in e.
Positions of all 14 atoms, in Å:
1 C 0.015 -0.214 -1.437  -0.3795
2 C -0.497 1.729 0.516  -0.4260
3 C 0.101 0.905 -0.536  -0.0090
4 C 0.270 -0.410 0.006  -0.0410
5 C -0.978 0.326 0.629  -0.1556
6 C 1.234 -1.222 0.690  -0.6301
7 I -2.953 -0.202 0.032  0.0717
8 H -0.946 -0.477 -1.870  0.2015
9 H 0.749 -0.345 -2.113  0.2079
10 H 0.108 2.046 1.401  0.2403
11 H -1.319 2.274 -0.051  0.2398
12 H 1.809 -0.677 1.366  0.2200
13 H 1.789 -1.899 0.035  0.2248
14 H 0.618 -1.836 1.331  0.2354

SMILES = C[C@]12C[C@@]13C[C@]23I
HOMO = -8.10 eV
charge = 0


Top of the stability list: (w), leading by 30.5 kJ/mol.


(w)
Entry from the Open Molecules 2025 dataset: a single C6H7I molecule (ωB97M-V/def2-TZVPD).

Last column: natural (NBO) charge in e.
Positions of all 14 atoms, in Å:
1 C -0.887 0.938 -0.499  -0.2724
2 C -0.767 0.368 0.826  -0.1229
3 C 0.164 1.019 -1.362  -0.3271
4 C 0.974 -1.384 0.414  -0.4454
5 C 0.399 -0.255 1.321  -0.3456
6 C 1.768 -0.206 0.641  -0.1408
7 I 3.470 -0.068 1.889  0.1283
8 H -1.734 1.719 -0.701  0.2247
9 H -1.389 0.511 1.638  0.2121
10 H 1.026 0.485 -1.271  0.1974
11 H 0.260 1.845 -2.000  0.1953
12 H 1.272 -2.263 0.863  0.2168
13 H 0.437 -1.417 -0.649  0.2437
14 H 0.579 -0.562 2.393  0.2357

HOMO (alpha / beta) = -7.51 / -8.25 eV
charge = 0


(x)
Entry from the Open Molecules 2025 dataset: 2 unconnected molecules or ions with the total composition C6H7I (ωB97M-V/def2-TZVPD).

Last column: natural (NBO) charge in e.
Positions of all 14 atoms, in Å:
1 C 2.117 -0.597 -0.415  -0.4981
2 C 1.248 0.067 1.955  -0.5140
3 C 1.765 -0.227 0.802  0.1235
4 C -1.557 0.251 -1.095  -0.0246
5 C -1.778 -0.173 -2.185  -0.2497
6 C -1.622 0.662 0.251  -0.6806
7 I -2.083 -0.854 -4.129  0.2454
8 H 2.982 -0.272 -0.906  0.2219
9 H 1.493 -1.323 -0.888  0.2283
10 H 0.558 0.819 2.139  0.2193
11 H 1.626 -0.505 2.744  0.2214
12 H -0.979 0.010 0.767  0.2440
13 H -2.524 0.541 0.674  0.2327
14 H -1.245 1.600 0.286  0.2307

SMILES = C=C=C.CC#CI
HOMO = -9.20 eV
charge = 0


Top of the stability list: (x), leading by 98.3 kJ/mol.


(w)
Entry from the Open Molecules 2025 dataset: a gas-phase ion, C6H13N2O2 (charge +1) (ωB97M-V/def2-TZVPD).

Last column: natural (NBO) charge in e.
Positions of all 23 atoms, in Å:
1 C 0.162 -0.753 -0.794  -0.2003
2 C 0.897 -0.086 0.128  0.3352
3 C 2.120 -1.066 0.048  0.1548
4 C -1.463 1.623 1.044  -0.4746
5 C -2.516 1.304 -0.104  -0.0713
6 C 0.025 2.005 0.630  -0.0769
7 N 2.775 -1.570 1.180  -0.7875
8 N 0.935 -1.999 -0.752  -0.5987
9 O -2.641 -0.128 -0.289  -0.7497
10 O 1.015 1.022 0.876  -0.4446
11 H -0.934 -0.736 -1.067  0.2894
12 H 2.782 -0.754 -0.745  0.2231
13 H -1.939 2.494 1.463  0.2349
14 H -1.206 0.984 1.910  0.2384
15 H -3.493 1.757 0.194  0.2039
16 H -2.035 1.656 -1.076  0.1769
17 H 0.263 2.844 1.325  0.2185
18 H 0.166 2.319 -0.348  0.1848
19 H 2.336 -1.568 2.081  0.4038
20 H 3.332 -2.368 1.055  0.3998
21 H 0.533 -2.768 -0.101  0.4278
22 H 1.063 -2.433 -1.691  0.4255
23 H -3.418 -0.267 -0.951  0.4867

SMILES = N[C@H]1[NH2+]C=C1OCCCO
HOMO = -13.54 eV
charge = +1


(x)
Entry from the Open Molecules 2025 dataset: 2 unconnected molecules or ions with the total composition C6H13N2O2 (ωB97M-V/def2-TZVPD).

Last column: natural (NBO) charge in e.
Positions of all 23 atoms, in Å:
1 C -0.779 2.484 -0.511  -0.4943
2 C -0.692 1.296 -1.168  0.2825
3 C -1.219 1.142 -2.462  -0.6786
4 C 1.523 -1.781 0.665  -0.4152
5 C -0.810 -2.012 1.477  -0.4389
6 C 0.046 0.167 0.675  0.1947
7 N 2.013 1.623 0.491  0.2726
8 N 0.430 -1.098 1.361  -0.3866
9 O 2.677 1.267 -0.397  -0.1497
10 O -0.136 0.106 -0.680  -0.4921
11 H -0.357 2.856 0.437  0.2237
12 H -1.250 3.345 -1.028  0.2403
13 H -0.691 0.180 -2.942  0.2348
14 H -2.305 1.019 -2.519  0.2534
15 H -0.907 1.960 -3.155  0.2560
16 H 2.300 -1.121 0.704  0.2185
17 H 1.866 -2.796 1.154  0.2477
18 H 1.159 -1.866 -0.370  0.2453
19 H -0.401 -3.087 1.636  0.2433
20 H -1.222 -1.650 2.481  0.2364
21 H -1.434 -1.892 0.493  0.2638
22 H -0.457 0.795 1.325  0.2024
23 H 0.648 -0.937 2.332  0.4400

HOMO (alpha / beta) = -11.50 / -11.50 eV
charge = +1


Top of the stability list: (w), leading by 366.3 kJ/mol.


(w)
Entry from the Open Molecules 2025 dataset: a molecular structure, C39H55F3O2P2PtSiTe4 (ωB97M-V/def2-TZVPD).

Last column: Löwdin charge in e.
Positions of all 107 atoms, in Å:
1 Pt -0.089 -0.124 0.010  0.3280
2 C 0.068 -0.079 3.619  -0.1613
3 Si -1.037 0.048 2.125  0.4805
4 C -2.327 -1.314 2.206  -0.2952
5 C -3.319 -1.360 3.199  -0.0729
6 C -4.237 -2.398 3.251  -0.0747
7 C -4.176 -3.417 2.304  -0.0731
8 C -3.203 -3.384 1.318  -0.0722
9 C -2.271 -2.341 1.270  -0.3540
10 P -0.929 -2.284 0.008  0.9433
11 C -1.665 -3.147 -1.442  -0.4046
12 C -1.584 -4.679 -1.449  -0.2023
13 C -2.569 -5.221 -2.506  -0.1754
14 C -2.696 -4.282 -3.718  -0.1978
15 C -1.373 -3.561 -3.952  -0.1803
16 C -1.046 -2.637 -2.765  -0.2392
17 C 0.282 -3.529 0.687  -0.3986
18 C 1.488 -3.660 -0.270  -0.2365
19 C 2.719 -4.181 0.467  -0.1830
20 C 3.211 -3.154 1.496  -0.1869
21 C 2.042 -2.344 2.085  -0.2075
22 C 0.768 -3.193 2.116  -0.1806
23 C -1.900 1.709 2.295  -0.2770
24 C -2.428 2.128 3.526  -0.0948
25 C -2.942 3.404 3.700  -0.0734
26 C -2.911 4.299 2.638  -0.0678
27 C -2.386 3.902 1.418  -0.0837
28 C -1.892 2.607 1.237  -0.3643
29 P -1.213 2.019 -0.365  1.0043
30 C -0.617 3.618 -1.116  -0.3984
31 C 0.657 3.442 -1.951  -0.2477
32 C 0.366 2.995 -3.380  -0.2429
33 C -0.520 4.022 -4.082  -0.1910
34 C -1.837 4.181 -3.327  -0.1969
35 C -1.606 4.540 -1.861  -0.1864
36 C -2.804 1.363 -1.076  -0.4162
37 C -4.036 2.275 -1.136  -0.1835
38 C -5.277 1.434 -1.457  -0.1877
39 C -5.103 0.688 -2.779  -0.1970
40 C -3.855 -0.192 -2.750  -0.1913
41 C -2.611 0.629 -2.404  -0.2240
42 H -0.196 0.708 4.329  0.0353
43 H 1.120 0.062 3.353  0.0169
44 H -0.032 -1.050 4.108  0.0382
45 H -3.386 -0.564 3.933  0.0930
46 H -5.001 -2.412 4.018  0.1045
47 H -4.882 -4.237 2.336  0.1048
48 H -3.174 -4.188 0.594  0.0884
49 H -2.719 -2.855 -1.403  0.1008
50 H -1.816 -5.124 -0.484  0.0882
51 H -0.566 -4.978 -1.698  0.1056
52 H -3.550 -5.368 -2.048  0.1075
53 H -2.219 -6.201 -2.836  0.1111
54 H -3.484 -3.543 -3.543  0.1039
55 H -2.988 -4.852 -4.601  0.1084
56 H -1.404 -2.979 -4.873  0.1128
57 H -0.578 -4.303 -4.076  0.1153
58 H -1.405 -1.635 -2.972  0.0684
59 H 0.038 -2.574 -2.659  -0.0242
60 H -0.268 -4.470 0.727  0.1026
61 H 1.727 -2.680 -0.689  0.0055
62 H 1.254 -4.305 -1.116  0.0953
63 H 3.506 -4.406 -0.254  0.1113
64 H 2.464 -5.119 0.971  0.1138
65 H 3.929 -2.474 1.028  0.0683
66 H 3.746 -3.670 2.297  0.1095
67 H 1.856 -1.456 1.476  0.0506
68 H 2.292 -1.986 3.085  0.1101
69 H -0.022 -2.699 2.682  0.0744
70 H 0.981 -4.130 2.639  0.1230
71 H -2.421 1.454 4.376  0.0931
72 H -3.342 3.705 4.659  0.1041
73 H -3.287 5.307 2.759  0.1058
74 H -2.356 4.624 0.614  0.0898
75 H -0.313 4.115 -0.193  0.0905
76 H 1.329 2.750 -1.442  0.0160
77 H 1.183 4.403 -1.984  0.1294
78 H -0.151 2.028 -3.367  0.0601
79 H 1.302 2.854 -3.922  0.1072
80 H -0.714 3.720 -5.113  0.1113
81 H 0.003 4.985 -4.113  0.1167
82 H -2.399 3.249 -3.397  0.0773
83 H -2.452 4.957 -3.791  0.1161
84 H -2.564 4.595 -1.346  0.0804
85 H -1.170 5.545 -1.822  0.1264
86 H -3.012 0.595 -0.321  0.0988
87 H -3.917 3.030 -1.917  0.0982
88 H -4.175 2.792 -0.186  0.1048
89 H -6.158 2.077 -1.502  0.1108
90 H -5.437 0.711 -0.649  0.1184
91 H -5.012 1.416 -3.594  0.1173
92 H -5.985 0.079 -2.988  0.1094
93 H -3.722 -0.686 -3.716  0.1127
94 H -3.986 -0.974 -1.991  0.1094
95 H -2.409 1.331 -3.215  0.1003
96 H -1.744 -0.019 -2.316  0.0363
97 Te 1.634 0.025 -2.055  0.2024
98 Te 2.685 -1.885 -3.582  0.0251
99 Te 4.964 2.233 -1.684  0.2250
100 Te 3.810 0.334 -0.493  0.5765
101 F 3.459 3.965 2.685  0.1737
102 C 3.469 2.689 2.327  -0.5559
103 F 3.507 1.938 3.440  0.1523
104 F 4.629 2.466 1.667  0.0447
105 C 2.232 2.302 1.465  -0.5467
106 O 1.335 3.105 1.396  0.1306
107 O 2.296 1.107 0.952  -0.4473

HOMO = -6.77 eV
charge = 0


(x)
Entry from the Open Molecules 2025 dataset: a molecular structure, C39H55F3O2P2PtSiTe4 (ωB97M-V/def2-TZVPD).

Last column: Löwdin charge in e.
Positions of all 107 atoms, in Å:
1 Pt -1.138 0.341 0.441  0.1271
2 C -0.921 3.560 -0.462  -0.2038
3 Si 0.140 1.999 -0.627  0.3920
4 C 0.307 1.502 -2.439  -0.3074
5 C 1.163 2.137 -3.339  -0.0789
6 C 1.272 1.698 -4.649  -0.0873
7 C 0.514 0.616 -5.080  -0.0702
8 C -0.353 -0.018 -4.202  -0.0819
9 C -0.452 0.414 -2.881  -0.3610
10 P -1.601 -0.352 -1.670  0.9030
11 C -1.327 -2.168 -1.886  -0.4088
12 C -2.035 -2.839 -3.069  -0.1967
13 C -1.316 -4.159 -3.395  -0.1762
14 C -0.793 -4.850 -2.125  -0.1935
15 C -1.671 -4.504 -0.928  -0.1770
16 C -1.639 -2.993 -0.624  -0.2391
17 C -3.234 0.036 -2.428  -0.4029
18 C -4.398 -0.670 -1.715  -0.2142
19 C -5.720 0.024 -2.026  -0.1839
20 C -5.738 1.453 -1.457  -0.1846
21 C -4.324 2.031 -1.341  -0.2211
22 C -3.461 1.565 -2.505  -0.1846
23 C 1.890 2.547 -0.097  -0.3142
24 C 2.156 3.907 -0.305  -0.1090
25 C 3.396 4.470 -0.042  -0.0758
26 C 4.415 3.670 0.447  -0.0719
27 C 4.182 2.320 0.658  -0.0940
28 C 2.939 1.746 0.392  -0.4097
29 P 2.630 -0.040 0.644  1.0502
30 C 4.072 -0.530 1.726  -0.4282
31 C 3.631 -1.565 2.771  -0.2176
32 C 3.559 -2.972 2.199  -0.1984
33 C 4.928 -3.384 1.667  -0.1931
34 C 5.432 -2.394 0.618  -0.1968
35 C 5.421 -0.952 1.126  -0.1965
36 C 2.760 -0.542 -1.140  -0.4183
37 C 4.014 -0.099 -1.900  -0.1774
38 C 3.866 -0.369 -3.395  -0.1816
39 C 3.565 -1.841 -3.648  -0.1870
40 C 2.289 -2.251 -2.920  -0.1929
41 C 2.384 -2.000 -1.416  -0.1962
42 H -0.846 4.213 -1.337  0.0388
43 H -0.636 4.136 0.421  0.0325
44 H -1.966 3.278 -0.342  0.0012
45 H 1.770 2.971 -3.004  0.1074
46 H 1.950 2.192 -5.334  0.1108
47 H 0.597 0.265 -6.101  0.1084
48 H -0.941 -0.855 -4.560  0.0924
49 H -0.249 -2.213 -2.074  0.0770
50 H -2.085 -2.215 -3.963  0.0835
51 H -3.070 -3.038 -2.784  0.1043
52 H -0.484 -3.962 -4.077  0.1043
53 H -2.006 -4.819 -3.926  0.1100
54 H 0.228 -4.525 -1.917  0.0979
55 H -0.745 -5.929 -2.275  0.1096
56 H -1.358 -5.059 -0.042  0.1131
57 H -2.697 -4.820 -1.138  0.1144
58 H -0.905 -2.765 0.153  0.0750
59 H -2.612 -2.691 -0.233  0.0333
60 H -3.161 -0.352 -3.450  0.1084
61 H -4.238 -0.664 -0.636  0.0362
62 H -4.436 -1.719 -2.014  0.0998
63 H -6.545 -0.558 -1.612  0.1097
64 H -5.873 0.044 -3.110  0.1124
65 H -6.215 1.463 -0.474  0.1059
66 H -6.344 2.093 -2.103  0.1075
67 H -3.863 1.701 -0.406  0.0357
68 H -4.360 3.121 -1.297  0.1145
69 H -2.512 2.106 -2.535  0.0889
70 H -3.966 1.798 -3.447  0.1227
71 H 1.371 4.555 -0.677  0.0888
72 H 3.561 5.525 -0.217  0.1040
73 H 5.391 4.089 0.660  0.1053
74 H 4.997 1.705 1.028  0.0915
75 H 4.222 0.407 2.279  0.0974
76 H 2.680 -1.267 3.208  0.0737
77 H 4.366 -1.555 3.585  0.1246
78 H 2.812 -3.000 1.398  0.0980
79 H 3.212 -3.671 2.963  0.1141
80 H 4.893 -4.391 1.243  0.1099
81 H 5.637 -3.420 2.502  0.1140
82 H 4.800 -2.476 -0.268  0.0739
83 H 6.443 -2.657 0.297  0.1142
84 H 5.736 -0.267 0.335  0.0897
85 H 6.167 -0.866 1.925  0.1209
86 H 1.930 0.060 -1.546  0.0717
87 H 4.892 -0.638 -1.535  0.0968
88 H 4.198 0.964 -1.723  0.1086
89 H 4.773 -0.062 -3.921  0.1138
90 H 3.043 0.240 -3.793  0.0848
91 H 4.404 -2.452 -3.292  0.1160
92 H 3.467 -2.035 -4.718  0.1096
93 H 2.064 -3.303 -3.107  0.1064
94 H 1.460 -1.664 -3.334  0.0887
95 H 3.126 -2.681 -0.993  0.0930
96 H 1.436 -2.230 -0.917  0.0956
97 Te 0.205 1.020 2.548  0.8432
98 Te -1.538 2.449 3.993  0.1804
99 Te -3.838 1.489 2.759  0.0456
100 Te -2.911 -0.958 2.053  0.2490
101 F -1.015 -2.278 5.455  0.1687
102 C -0.145 -2.761 4.579  -0.5663
103 F -0.603 -3.924 4.123  0.1656
104 F 1.010 -2.995 5.227  0.1565
105 C 0.125 -1.780 3.408  -0.6540
106 O 0.149 -0.550 3.850  -0.4317
107 O 0.355 -2.179 2.305  0.0417

HOMO = -7.03 eV
charge = 0


Top of the stability list: (x), leading by 151.1 kJ/mol.